Below is a molecular structure, C21H37ClGdN3O7S in a non-equilibrium geometry, with properties calculated with ωB97M-V with the def2-TZVPD basis set.

Structure (XYZ):
```
71
Properties=species:S:1:pos:R:3:forces:R:3
O 0.508 0.832 -1.303 -0.3 0.3 1.2
C 1.432 0.613 -2.303 0.2 -0.4 -0.3
C 0.713 0.077 -3.556 0.4 -0.2 0.3
C -0.570 -0.486 -3.488 0.2 0.4 -0.2
H -1.086 -0.547 -2.529 0.2 0.1 -0.2
C -1.197 -0.941 -4.651 0.4 0.1 -0.1
H -2.225 -1.314 -4.594 0.5 0.0 -0.1
C -0.495 -0.921 -5.865 0.0 -0.1 0.1
H -0.963 -1.315 -6.769 0.1 0.2 0.2
C 0.818 -0.428 -5.921 -0.2 0.0 0.2
H 1.385 -0.434 -6.856 -0.3 0.0 0.3
C 1.405 0.088 -4.766 -0.3 0.0 -0.1
H 2.414 0.508 -4.772 -0.2 -0.2 -0.1
H 1.951 1.557 -2.579 -0.3 0.0 0.0
C 3.539 0.265 -0.793 0.0 0.0 0.1
C 2.562 -0.312 -1.791 -0.9 -0.5 -0.2
H 4.462 -0.329 -0.788 -0.1 0.5 -0.1
H 3.169 0.214 0.246 0.0 0.0 -0.4
H 3.740 1.327 -1.001 0.1 -0.3 -0.1
C 2.488 -1.616 -2.084 0.0 0.1 0.3
C 3.389 -2.678 -1.556 0.4 -0.3 0.0
H 1.669 -1.997 -2.701 0.3 0.3 -0.1
H 3.957 -3.135 -2.377 0.0 0.1 0.0
H 2.809 -3.488 -1.097 0.1 0.2 0.0
H 4.098 -2.294 -0.812 -0.2 -0.3 -0.2
Gd 0.092 -0.231 0.671 0.5 0.0 -1.5
Cl 1.812 -2.116 1.174 0.1 -0.1 0.2
C -0.530 -1.793 3.186 0.0 0.3 -0.3
O -0.481 -0.557 2.956 -0.1 -0.8 0.7
N -0.669 -2.342 4.388 -0.4 0.4 0.0
C -0.767 -1.487 5.563 0.1 -0.2 -0.1
C -0.949 -3.766 4.499 0.2 -0.1 -0.3
H -0.480 -2.510 2.353 -0.1 0.0 0.4
H -0.595 -0.466 5.231 0.0 0.0 0.2
H -0.006 -1.780 6.292 -0.1 0.1 0.0
H -1.764 -1.566 6.009 0.2 0.0 0.0
H -1.031 -4.161 3.486 0.0 -0.1 0.1
H -1.897 -3.952 5.014 0.1 0.2 0.0
H -0.139 -4.291 5.012 -0.1 0.1 0.1
H -3.786 2.661 -2.596 0.0 -0.1 -0.1
H -4.964 1.438 -0.552 0.1 0.0 0.1
C -2.989 1.943 -2.376 -0.2 0.6 0.1
C -4.027 0.907 -0.351 0.2 -0.3 -0.3
N -2.938 1.682 -0.947 0.2 0.2 0.4
H -2.020 2.357 -2.669 -0.2 -0.2 -0.2
C -1.894 2.143 -0.252 0.5 -1.2 0.8
O -1.432 1.606 0.792 -1.2 1.4 -0.8
H -3.884 0.811 0.729 0.1 0.1 -0.3
H -1.428 3.060 -0.660 0.1 -0.5 -0.1
H -3.180 1.018 -2.930 0.2 0.1 0.2
H -4.080 -0.086 -0.815 0.0 0.2 0.2
H 2.858 3.541 3.755 0.0 0.0 -0.1
H 1.968 5.598 2.235 0.0 -0.2 0.0
C 3.246 3.197 2.788 0.0 0.0 -0.1
C 2.238 4.981 1.369 0.0 0.1 -0.1
N 2.335 3.571 1.715 -0.4 0.1 0.1
H 3.329 2.110 2.799 0.1 0.2 0.0
C 1.463 2.683 1.234 0.1 -1.6 0.6
O 1.435 1.477 1.611 0.2 2.2 -0.4
H 1.471 5.107 0.603 0.1 0.0 0.1
H 0.763 3.066 0.473 0.2 -0.2 0.2
H 4.214 3.672 2.606 -0.1 -0.2 0.0
H 3.188 5.359 0.979 -0.1 -0.2 0.0
C -3.494 -1.647 1.885 -0.3 0.4 0.6
S -2.665 -2.423 0.480 0.9 -0.2 -0.8
O -1.828 -3.498 1.004 -0.6 0.6 0.0
O -3.682 -2.798 -0.471 -0.2 0.1 0.3
O -1.784 -1.336 -0.130 -0.7 -0.5 0.9
H -3.488 -2.300 2.782 0.1 0.2 -0.7
H -4.550 -1.414 1.644 0.7 -0.2 -0.1
H -2.964 -0.713 2.138 -0.2 -0.4 -0.1
```
Positions in Å, forces in eV/Å.

As for the HOMO-LUMO gap (alpha / beta): 8.20 / 5.95 eV. As for the multiplicity: 8. The value obtained for the LUMO energy (alpha / beta) is 0.1 / -2.1 eV. Its charge is 0. As for the largest force on an atom: 2.3 eV/A.

Below is 2 unconnected molecules or ions with the total composition C5H6F4N2O in a non-equilibrium geometry, with properties calculated with ωB97M-V with the def2-TZVPD basis set.

Structure (XYZ):
```
18
Properties=species:S:1:pos:R:3:forces:R:3
N -1.805 -1.596 0.468 1.0 1.1 1.1
C -1.044 -0.877 1.086 -0.8 -1.5 -0.6
C -0.092 -0.335 1.870 0.5 -2.1 -2.4
N 1.192 -0.947 1.815 -0.1 4.2 -0.2
F 1.819 -0.798 0.489 -0.8 -0.4 1.0
C -0.339 0.912 2.535 -0.2 2.7 0.3
F 0.149 0.918 3.753 0.5 -0.2 1.3
F 0.164 2.072 1.972 0.0 -1.0 -0.3
F -1.661 1.143 2.612 -0.4 -0.2 0.0
H -1.901 -1.472 -0.544 0.0 0.1 0.1
H 1.200 -1.879 2.029 0.1 -3.0 -0.1
C 0.811 0.925 -2.586 -3.4 -1.8 3.4
C -0.301 -0.179 -2.668 2.0 0.0 0.2
O -1.206 -0.396 -1.899 0.3 0.7 -0.6
H 1.507 0.752 -3.304 2.0 -0.2 -2.1
H 0.305 1.847 -2.609 -0.3 1.5 -0.3
H 1.215 0.805 -1.563 0.1 0.1 -0.5
H -0.014 -0.895 -3.457 -0.7 -0.3 -0.2
```
Positions in Å, forces in eV/Å.

As for the HOMO-LUMO gap: 10.60 eV. The value obtained for the LUMO energy is 0.5 eV. Its charge is 0. Its SMILES is N=C=C(NF)C(F)(F)F.CC=O. As for the largest force on an atom: 5.1 eV/A.